Entry 1:
C56H48AsCuNP2S | wB97M-V/def2-TZVPD

Each line ends with the Löwdin charge.
Atoms and positions in Å:
H (-2.227712, -4.562323, 3.695819)  0.115
C (0.069287, -2.770569, -2.899602)  -0.134
C (-3.527000, -0.806241, -1.706306)  -0.369
C (2.857124, -4.472548, 2.007198)  -0.048
H (-6.313851, -1.355729, -4.315038)  0.115
H (4.419396, 3.814468, -0.335531)  0.116
C (-2.147069, -2.024136, 0.818011)  -0.297
H (0.738326, 3.669964, 0.722703)  0.103
C (-0.152771, 1.303798, -3.869812)  -0.367
H (-1.696568, 0.535762, 6.946466)  0.119
H (4.054548, 4.578613, 4.286863)  0.118
C (2.782346, 3.116990, 3.382377)  -0.076
Cu (0.262374, 0.106156, -0.648221)  0.067
H (-4.270776, 2.239827, 4.147122)  0.117
C (-5.693747, -0.251254, -2.585821)  -0.059
C (-3.362311, -1.758834, -2.707148)  -0.107
C (-1.810905, -4.251331, 1.616743)  -0.071
C (-5.530922, -1.200054, -3.584971)  -0.057
H (2.691955, -2.092502, -2.459624)  0.081
H (1.650990, 1.808658, -4.945321)  0.102
C (-3.868073, 1.763658, 3.262851)  -0.057
H (2.941933, -5.362031, 2.617459)  0.117
C (-3.249776, 1.879682, 0.941737)  -0.108
C (3.004438, -1.070068, -2.235882)  -0.342
C (-0.403146, 2.136963, 4.260549)  -0.061
H (-1.791033, 4.144336, -5.905411)  0.117
C (1.681703, -2.467516, 1.406219)  -0.106
C (-1.506018, 1.602433, -3.694577)  -0.092
C (-2.562351, -2.525599, 3.129729)  -0.012
H (-1.229039, -4.970426, -5.112957)  0.118
C (-4.368398, -1.955271, -3.641057)  -0.058
C (2.938032, 5.399843, 2.644362)  -0.053
P (0.538977, -0.060943, -2.922281)  0.990
H (-2.876488, -2.229293, 4.122747)  0.113
P (2.471969, -0.676391, -0.520060)  1.010
H (-4.067685, 3.524779, 2.050227)  0.114
H (4.816788, -0.850179, 1.275286)  0.104
H (0.480155, -2.734022, -1.893825)  0.087
C (1.452045, 3.887195, 1.507049)  -0.088
C (0.011793, 3.056478, -5.511045)  -0.055
H (-0.741238, -0.736435, -5.500176)  0.115
C (-2.197154, -3.842904, 2.887721)  -0.057
C (0.273705, 1.062746, 3.698403)  -0.383
C (-0.624257, -1.643797, -4.920862)  -0.062
C (3.809835, -4.213332, 1.029205)  -0.051
S (1.220253, 1.229921, 2.200725)  1.064
H (-0.695291, 1.657736, 1.222666)  0.001
H (-1.541651, -5.283718, 1.437351)  0.114
C (2.350230, -0.085929, -3.212823)  -0.351
H (1.037878, -3.820051, 2.939856)  0.106
C (-0.900895, -4.025461, -4.700675)  -0.052
H (2.729681, 0.927079, -3.054792)  0.079
C (-1.046106, -2.860219, -5.439864)  -0.054
H (2.553935, -0.370371, -4.246253)  0.106
C (0.249627, -0.199685, 4.280336)  -0.075
H (-0.227690, -4.894099, -2.855196)  0.116
H (0.601079, 3.619835, -6.221946)  0.117
As (-2.125168, -0.535676, -0.402993)  1.369
C (3.571536, 1.846496, -0.374846)  -0.113
C (1.792174, -3.602678, 2.194709)  -0.063
H (-3.570070, -0.110426, 4.251458)  0.115
C (-2.093365, 2.618385, -4.428733)  -0.054
H (-1.469164, -3.647878, -0.417093)  0.095
C (3.708846, -3.074776, 0.245595)  -0.084
H (-1.484158, -2.897299, -6.428407)  0.119
C (-0.060550, -1.597649, -3.649731)  -0.362
H (-3.144328, 2.840545, -4.299322)  0.114
C (1.844897, 2.892299, 2.383110)  -0.420
H (-2.106825, 1.020870, -3.004189)  0.071
H (3.081826, 2.318489, 4.051697)  0.124
H (-2.462398, -2.358283, -2.761714)  0.074
H (6.474745, 0.840337, 1.958570)  0.116
C (4.511317, 2.791782, 0.006265)  -0.064
H (-0.359352, 3.119593, 3.807447)  0.122
C (5.555787, 2.427088, 0.843899)  -0.054
C (3.686960, 0.526972, 0.065662)  -0.372
C (2.005844, 5.154430, 1.647466)  -0.058
H (6.286896, 3.165548, 1.145524)  0.117
C (4.732214, 0.166580, 0.913159)  -0.067
H (-0.489951, -1.361212, 5.922015)  0.117
C (-1.116157, 1.935690, 5.431771)  -0.058
H (-4.241482, -2.703607, -4.412619)  0.111
H (4.462678, -2.876128, -0.507072)  0.116
C (-2.553911, -1.603095, 2.089226)  -0.189
C (-3.475852, 0.434753, 3.321071)  -0.012
C (0.604719, 2.033613, -4.784506)  -0.075
H (-3.159968, 2.441621, 0.018692)  0.114
H (-1.636058, 2.766913, 5.889587)  0.120
C (5.661971, 1.119941, 1.301427)  -0.051
H (0.828148, -1.807130, 1.522328)  0.072
C (-0.474455, -0.388498, 5.448120)  -0.061
H (4.091077, -1.024291, -2.309975)  0.103
C (-1.332774, 3.348556, -5.333610)  -0.051
C (-2.880170, 0.543313, 0.997152)  -0.341
C (3.326356, 4.383439, 3.511262)  -0.051
H (0.809269, -1.015428, 3.840192)  0.097
H (-4.845802, 0.676285, -0.857421)  0.093
C (2.647753, -2.189013, 0.439691)  -0.369
C (-2.977026, -0.190240, 2.184526)  -0.186
H (1.707418, 5.949144, 0.976838)  0.115
C (-0.337952, -3.983872, -3.430397)  -0.066
N (0.184229, 1.216078, 0.966694)  -0.369
C (-4.695801, -0.052357, -1.641608)  -0.092
H (4.634694, -4.896957, 0.879309)  0.118
H (2.734140, 2.140092, -1.000700)  0.100
H (-6.603857, 0.331227, -2.531298)  0.114
C (-1.771254, -3.334327, 0.575332)  -0.085
H (3.366306, 6.387694, 2.748657)  0.116
C (-3.753735, 2.489963, 2.083977)  -0.058
C (-1.150701, 0.679423, 6.023109)  -0.055

Cartesian forces (eV/Å) of the 2 atoms listed first:
0.00 0.00 -0.01
0.02 0.03 -0.03

Computed properties:
* <S²>: 0.756
* total charge: +2
* frontier orbital gap (alpha / beta): 8.262 / 6.482 eV
* LUMO level (alpha / beta): -4.3 / -6.6 eV
* 2S+1: 2
* highest occupied orbital energy (alpha / beta): -12.609 / -13.087 eV

---

Entry 2:
C56H48F5N4O4PbS | wB97M-V/def2-TZVPD

Each line ends with the Löwdin charge.
Atoms and positions in Å:
F (-5.779931, 3.064458, 1.347547)  0.084
C (4.581479, -0.328194, -0.289183)  0.009
C (3.205549, -3.505703, 0.068564)  -0.132
H (-2.585252, -0.888692, 6.229515)  0.101
O (1.312663, -1.949497, -0.034173)  -0.049
H (-3.346168, 1.544621, -4.429841)  0.119
H (5.215886, -4.416791, 4.092558)  0.101
H (4.574848, -7.109512, -0.369046)  0.115
H (6.106568, 1.027548, -0.619877)  0.116
H (-2.235759, -4.689815, 0.155375)  0.098
C (0.183209, -2.733135, 6.831059)  -0.077
H (-1.354683, -2.591702, 1.113438)  0.047
C (4.650521, -1.854403, 4.507677)  0.028
C (-3.891005, -1.477658, -3.019619)  -0.046
C (-3.140619, 1.938217, 3.499856)  -0.235
C (-1.665311, -1.430415, 6.041423)  -0.066
H (2.292410, 4.752306, 3.528445)  0.116
N (1.098775, -1.206713, -1.236346)  -0.026
C (-0.963339, -5.946831, 1.342853)  -0.096
F (-5.456535, 3.087423, 6.010632)  0.131
H (6.020927, -3.626863, 2.726456)  0.102
H (4.546448, -2.425402, 5.431205)  0.101
C (1.448222, 2.790378, 3.755222)  -0.027
C (1.573703, -3.177591, -2.596277)  -0.008
C (5.244920, 0.539485, -1.061885)  -0.038
H (0.491181, 0.846210, 3.583183)  0.102
C (0.740117, -2.212542, -2.190872)  0.035
C (-0.996838, -2.051222, 7.089105)  -0.087
H (-4.857151, -0.417633, -4.622128)  0.116
H (4.564654, -4.618319, 2.454129)  0.080
F (-2.993057, 1.938568, 5.851158)  0.116
C (4.951889, 0.913169, -2.449155)  -0.062
C (2.880642, -1.548407, 1.751765)  -0.112
C (0.048376, -3.540086, 2.404173)  -0.114
C (-3.225445, 0.688678, -3.777388)  -0.005
C (-3.675631, 2.226703, 4.738284)  -0.146
H (2.278176, -0.822013, -3.616009)  0.144
Pb (-0.951284, 0.067046, 0.660138)  1.336
C (-0.951219, -3.538932, 1.438199)  -0.051
H (-2.705186, -2.206403, -1.378211)  0.106
C (5.052475, -3.921258, 3.135522)  0.030
H (5.700680, -1.587919, 4.372768)  0.098
H (6.145973, -5.198499, -0.243197)  0.119
C (0.153095, 1.610661, -2.398029)  -0.153
H (-0.305305, -2.204424, -2.487200)  0.119
F (-6.823503, 3.641240, 3.733099)  0.128
H (0.370938, -6.912586, 2.719829)  0.108
N (-2.051479, -0.349928, -1.989337)  0.019
S (-3.117754, 1.821087, 0.738944)  0.516
C (1.801437, 3.920893, 3.037575)  -0.037
H (0.715207, -3.220855, 7.640350)  0.103
C (4.190753, -2.700076, 3.333216)  -0.556
H (0.382233, 0.642140, -2.848715)  0.112
C (4.592115, -3.746922, -0.014728)  -0.035
H (2.658429, 1.783181, -1.451405)  0.134
C (2.254526, -0.319494, -1.423656)  -0.247
H (1.614355, -3.334339, 5.362933)  0.102
C (0.539000, 2.915360, -0.390597)  -0.131
H (5.287429, -2.917520, 0.060725)  0.132
N (0.608858, 1.574719, -0.993885)  -0.222
H (-0.478683, 3.296135, -0.498368)  0.113
F (-1.930233, 1.343718, 3.472448)  0.028
C (0.523906, -2.199295, 3.010096)  -0.425
C (1.995530, 1.098598, -0.909608)  -0.086
C (-4.922247, 2.806252, 4.822746)  -0.144
H (-1.452334, 2.545235, -3.477967)  0.120
O (2.852072, -3.108218, 3.449718)  -0.024
H (3.572384, -3.949808, -2.607601)  0.147
C (-2.227553, 0.687451, -2.809678)  -0.284
H (3.866898, 0.828960, -4.224914)  0.120
H (2.190248, -1.171236, 3.694351)  0.148
C (5.078536, -5.030582, -0.178615)  -0.058
C (0.691762, -2.795243, 5.537787)  -0.031
H (2.775126, -0.461907, 1.681555)  0.152
H (4.075013, -0.933187, 4.594879)  0.088
C (2.329185, -4.602767, 0.029429)  0.005
C (-5.057523, 2.780938, 2.433903)  -0.247
C (2.061961, -2.009258, 3.002658)  -0.134
C (0.029019, -2.170376, 4.480923)  -0.122
C (0.507986, -4.778377, 2.858740)  -0.020
C (-2.871632, -1.398562, -2.090771)  -0.150
C (2.824154, -5.887422, -0.135553)  -0.035
H (4.724170, -1.919567, -2.361470)  0.165
C (-1.342092, 1.899607, -2.608034)  -0.102
C (0.004970, -5.965300, 2.337990)  -0.079
H (1.653757, 2.705595, 4.814198)  0.116
H (2.134923, -6.721484, -0.169354)  0.116
C (3.392972, -1.127791, -0.732492)  -0.175
H (-4.536575, -2.345138, -3.055141)  0.111
C (0.881804, 2.909014, 1.084636)  -0.269
H (5.617559, 1.647418, -2.888425)  0.113
C (2.953274, -0.576302, -2.797866)  -0.119
C (3.956305, 0.452642, -3.212502)  -0.029
O (4.207333, -1.884943, 2.130626)  -0.052
N (0.527051, 1.828823, 1.783642)  0.021
H (1.797977, 4.846596, 1.088591)  0.121
C (0.808571, 1.759822, 3.089198)  -0.110
H (-1.750040, 2.463367, -1.761952)  0.080
C (2.706465, -2.080857, 0.292892)  -0.206
C (1.522995, 3.980470, 1.679201)  -0.004
C (-1.153670, -1.489024, 4.751259)  -0.022
O (0.065756, -1.088457, 2.343079)  -0.430
H (-1.666096, -0.987698, 3.941029)  0.097
C (-1.446878, -4.721559, 0.899467)  -0.083
C (-4.065706, -0.405830, -3.883125)  -0.041
H (2.293480, 1.134597, 0.138466)  0.125
H (0.743675, 2.366963, -2.935665)  0.132
H (1.210804, 3.608188, -0.914881)  0.135
H (-1.391928, -2.002220, 8.096810)  0.103
H (1.261223, -4.434327, 0.101527)  0.111
H (1.179449, -4.044168, -3.114781)  0.138
H (4.944590, -0.502541, 0.715780)  0.120
H (1.255438, -4.824333, 3.638564)  0.109
C (3.665548, -1.819291, -2.138590)  -0.105
C (-3.795372, 2.204624, 2.310489)  -0.547
C (2.966062, -3.092512, -2.329812)  0.115
C (4.193625, -6.103580, -0.243046)  -0.044
H (-1.361042, -6.872287, 0.943549)  0.102
C (-5.614269, 3.083638, 3.660527)  -0.144

Cartesian forces (eV/Å) of the 2 atoms listed first:
0.06 -0.01 -0.04
-0.11 -0.11 -0.04

Computed properties:
* total charge: +1
* frontier orbital gap: 3.832 eV
* LUMO level: -5.4 eV
* highest occupied orbital energy: -9.248 eV

---

Calculated max |F| in order - 0.2; 0.6 eV/Å
Calculated total energy in order - -7174.2406; -3772.7264 Eh
Calculated energy relative to the best compared isomer or geometry (same formula, charge and spin) in order - 0.00; 0.00 kcal/mol